1.
# C7H17NO3S

A 2-piece molecular cluster, C7H17NO3S overall in a non-equilibrium geometry (the ωB97M-V functional and the def2-TZVPD basis, the OMol25 dataset).

```
! wB97M-V def2-TZVPD RIJCOSX def2/J DEFGRID3
* xyz 0 1
C 1.243 2.832 -0.615
C 1.615 -1.463 -0.440
C -0.246 -2.808 -0.623
C -1.071 -0.559 2.055
C -0.087 2.047 -0.567
C 0.205 -1.424 -0.883
C -0.814 0.002 0.621
N 0.070 1.081 0.573
O -3.193 -1.127 -0.054
O -2.257 0.512 -1.647
O -3.121 1.440 0.394
S -2.404 0.048 -0.269
H 1.160 3.582 -1.289
H 1.588 3.313 0.428
H 2.153 2.274 -0.794
H 1.888 -2.228 0.165
H 2.167 -1.594 -1.296
H 2.126 -0.546 -0.068
H -1.268 -3.080 -1.046
H -0.374 -3.083 0.368
H 0.548 -3.584 -1.036
H -0.178 -0.241 2.642
H -1.209 -1.608 1.925
H -1.961 -0.207 2.328
H -0.105 1.744 -1.593
H -0.805 2.830 -0.508
H -0.081 -0.883 -1.661
H 0.070 1.520 1.488
H -3.647 1.867 -0.370
*
```

As for the HOMO energy: -8.0 eV. The orbital gap comes out at 8.68 eV.



2.
# C6H14O

One molecule with the formula C6H14O (the ωB97M-V functional and the def2-TZVPD basis, the OMol25 dataset).

```
! wB97M-V def2-TZVPD RIJCOSX def2/J DEFGRID3
* xyz 0 1
C -2.605 0.631 -0.850
C -2.314 -0.528 0.114
C -0.933 -1.164 -0.112
C 0.234 -0.554 0.691
C 1.289 -0.069 -0.284
O 2.394 0.498 0.367
C 3.289 1.030 -0.575
H -3.659 0.924 -0.818
H -2.382 0.343 -1.886
H -2.001 1.518 -0.626
H -2.418 -0.190 1.153
H -3.080 -1.298 -0.029
H -0.980 -2.248 0.055
H -0.717 -1.036 -1.187
H 0.675 -1.292 1.370
H -0.099 0.282 1.318
H 1.617 -0.911 -0.922
H 0.828 0.676 -0.955
H 3.675 0.248 -1.251
H 4.123 1.481 -0.033
H 2.801 1.802 -1.195
*
```

As for the HOMO energy: -9.8 eV. Its SMILES is CCCCCOC. The orbital gap comes out at 10.94 eV.



3.
# C29H42BClNO11

A 6-piece molecular cluster, C29H42BClNO11 overall in a non-equilibrium geometry (the ωB97M-V functional and the def2-TZVPD basis, the OMol25 dataset).

```
! wB97M-V def2-TZVPD RIJCOSX def2/J DEFGRID3
* xyz -1 1
O 1.116 -3.397 2.428
C 0.241 -3.143 1.609
C 0.569 -2.980 0.147
C 0.584 -1.493 -0.332
B 0.954 -0.373 0.790
Cl 2.820 -0.325 1.184
N -1.125 -3.053 2.085
C -2.055 -2.489 1.132
C -2.633 -3.270 0.164
C -3.479 -2.711 -0.741
C -3.743 -1.372 -0.678
C -3.197 -0.593 0.298
C -2.353 -1.166 1.203
H 1.567 -3.385 0.007
H -0.072 -3.566 -0.506
H -0.348 -1.266 -0.858
H 1.363 -1.422 -1.099
H 0.293 -0.471 1.803
H 0.701 0.708 0.312
H -1.418 -3.975 2.384
H -2.417 -4.329 0.117
H -3.934 -3.328 -1.503
H -4.393 -0.921 -1.417
H -3.427 0.460 0.315
H -1.921 -0.547 1.972
O 0.659 -3.402 -2.673
C 0.683 -2.880 -3.744
O -0.346 -2.942 -4.635
C 0.035 -2.304 -5.863
C 1.167 -1.357 -5.492
C 1.835 -2.097 -4.337
H 0.355 -3.076 -6.570
H -0.826 -1.784 -6.278
H 1.834 -1.136 -6.324
H 0.755 -0.413 -5.131
H 2.594 -2.800 -4.686
H 2.257 -1.416 -3.603
O -0.127 2.839 1.628
C 0.855 3.445 1.915
O 0.834 4.797 2.196
C 2.169 5.266 2.397
C 2.977 4.039 2.780
C 2.290 2.922 1.998
H 2.522 5.726 1.470
H 2.163 6.020 3.185
H 4.038 4.144 2.552
H 2.880 3.852 3.852
H 2.698 2.817 0.993
H 2.335 1.971 2.516
O 5.644 -4.553 -7.047
C 5.986 -4.246 -5.942
O 5.768 -3.016 -5.417
C 6.384 -2.918 -4.118
C 6.529 -4.353 -3.636
C 6.739 -5.107 -4.946
H 7.348 -2.417 -4.230
H 5.750 -2.323 -3.465
H 7.332 -4.483 -2.913
H 5.600 -4.681 -3.168
H 7.790 -5.140 -5.238
H 6.325 -6.111 -4.916
O -4.777 0.107 2.872
C -4.350 0.495 3.915
O -4.453 1.789 4.332
C -3.743 1.962 5.567
C -3.654 0.571 6.180
C -3.585 -0.317 4.941
H -2.758 2.380 5.345
H -4.288 2.662 6.198
H -2.810 0.454 6.858
H -4.567 0.354 6.739
H -2.561 -0.451 4.588
H -4.057 -1.284 5.095
O -2.194 5.910 -1.170
C -2.858 5.782 -0.184
O -4.196 6.045 -0.162
C -4.698 5.908 1.176
C -3.701 5.009 1.890
C -2.389 5.369 1.197
H -4.757 6.903 1.626
H -5.698 5.479 1.139
H -3.689 5.155 2.968
H -3.941 3.962 1.697
H -1.897 6.220 1.671
H -1.715 4.520 1.148
*
```

As for the HOMO energy: -4.7 eV. The orbital gap comes out at 6.95 eV.